Entry 1:
Molecular formula: C10H16
Method: DFT, ωB97M-V/def2-TZVPD

Values from the calculation:
2S+1 = 1
energy = -390.5554 a.u.
highest occupied orbital energy = -8.95 eV
energy relative to the best compared isomer or geometry (same formula, charge and spin) = 211.33 kJ/mol
SMILES = CCc1ccccc1.CC
Kohn-Sham gap = 0.365 Ha

```
26
C10H16 (ωB97M-V/def2-TZVPD)
C -3.0866 -0.8168 0.3993
C -2.0158 0.1108 -0.0619
C -0.6790 -0.5989 -0.1396
C -0.1874 -1.0960 1.1317
C 1.1216 -1.6119 1.1351
C 1.8796 -1.6378 0.0583
C 1.4000 -1.1780 -1.1816
C 0.0235 -0.7494 -1.3014
H -3.1928 -1.2029 1.4516
H -2.8490 -1.8617 -0.1051
H -4.1022 -0.5797 0.0148
H -2.1766 0.4187 -1.2071
H -1.9277 1.0172 0.5288
H -0.6560 -0.9066 2.0257
H 1.4755 -1.8214 2.1467
H 2.9433 -2.0356 0.2842
H 2.0301 -1.3726 -2.0662
H -0.4256 -0.7317 -2.2928
C 1.7470 3.0206 -0.2723
C 0.2618 3.0723 0.1341
H 1.9987 3.4805 -1.2332
H 2.2677 3.2259 0.6193
H 2.0664 2.0067 -0.6018
H -0.1318 2.0067 0.3300
H -0.4072 3.6894 -0.4245
H 0.2990 3.5788 1.1184
```

***

Entry 2:
Molecular formula: C5H15NO2
Method: DFT, ωB97M-V/def2-TZVPD

Values from the calculation:
2S+1 = 1
energy = -404.6993 a.u.
highest occupied orbital energy = -8.91 eV
energy relative to the best compared isomer or geometry (same formula, charge and spin) = 146.32 kJ/mol
SMILES = CCN[C@H](C)CO.O
Kohn-Sham gap = 0.361 Ha

```
23
C5H15NO2 (ωB97M-V/def2-TZVPD)
C 0.9234 0.3040 -2.8827
C 1.2273 0.3041 -1.4387
N 0.0169 -0.0393 -0.5994
C 0.3138 -0.7258 0.6773
C 1.0389 -2.0541 0.5189
C -0.9576 -0.9527 1.4400
O -1.8301 0.1695 1.6467
H -0.1359 0.2035 -3.1949
H 1.1514 1.3084 -3.3210
H 1.3700 -0.4900 -3.5033
H 1.9501 -0.4837 -1.2340
H 1.4587 1.3128 -1.0914
H -0.7231 -0.4497 -1.1528
H 1.0217 -0.0774 1.2230
H 1.9772 -1.9820 -0.0354
H 1.3552 -2.3544 1.5317
H 0.4925 -2.9117 0.1355
H -0.6129 -1.2600 2.4424
H -1.6049 -1.5720 0.8384
H -1.2451 0.9338 1.7889
O -0.6154 2.6194 0.7272
H -1.5539 2.6845 0.5487
H -0.3309 2.1184 -0.0511
```

***

Entry 3:
Molecular formula: C4H6NO2
Method: DFT, ωB97M-V/def2-TZVPD

Values from the calculation:
charge = +1
2S+1 = 1
energy = -360.8413 a.u.
highest occupied orbital energy = -14.61 eV
energy relative to the best compared isomer or geometry (same formula, charge and spin) = 348.32 kJ/mol
SMILES = CO[n+]1ccoc1
Kohn-Sham gap = 0.360 Ha

```
13
C4H6NO2 (ωB97M-V/def2-TZVPD)
C 1.6382 0.7648 0.4139
O 0.9152 -0.0129 -0.5135
N -0.4135 0.1319 -0.3714
C -1.0702 1.0047 0.3991
C -2.3855 0.6044 0.5033
O -2.5696 -0.5095 -0.1553
C -1.5075 -0.8570 -0.7632
H 2.5873 0.3408 0.5633
H 1.1694 0.7915 1.3796
H 1.5872 1.8819 0.1679
H -0.5892 1.7699 0.8870
H -3.1519 1.0705 1.0899
H -1.3825 -1.6173 -1.6131
```

***

Entry 4:
Molecular formula: CH5IN3S
Method: DFT, ωB97M-V/def2-TZVPD

Values from the calculation:
charge = +1
2S+1 = 1
energy = -900.9397 a.u.
highest occupied orbital energy = -13.47 eV
energy relative to the best compared isomer or geometry (same formula, charge and spin) = 84.03 kJ/mol
Kohn-Sham gap = 0.292 Ha

```
11
CH5IN3S (ωB97M-V/def2-TZVPD)
C 1.0451 -0.6140 0.5604
N 0.7871 0.5162 1.2919
N 0.1517 -0.8197 -0.4017
N -0.9940 -0.2332 -0.8154
S 2.3328 -1.6669 0.6673
I 4.0069 -0.0074 0.3553
H 0.6662 0.6681 2.3225
H -0.8793 -0.5245 -1.8381
H 0.2458 -1.7478 -0.8766
H -1.8275 -0.5621 -0.3806
H 0.2686 1.1511 0.6591
```

***

Entry 5:
Molecular formula: C25H36AsBiN5O2PS
Method: DFT, ωB97M-V/def2-TZVPD

Values from the calculation:
charge = +2
2S+1 = 1
energy = -4587.8580 a.u.
highest occupied orbital energy = -13.14 eV
energy relative to the best compared isomer or geometry (same formula, charge and spin) = 104.54 kJ/mol
Kohn-Sham gap = 0.289 Ha

```
72
C25H36AsBiN5O2PS (ωB97M-V/def2-TZVPD)
Bi -0.0294 -1.3922 0.8337
O -1.7715 -0.9785 -0.4507
C -3.0273 -1.2597 -0.4044
C -3.8347 -0.6715 -1.4444
C -5.2021 -0.9027 -1.6000
C -5.7823 -1.7060 -0.5811
C -5.0524 -2.3038 0.3684
C -3.6573 -2.1354 0.4692
C -2.9626 -2.8566 1.4710
N -1.6537 -2.8170 1.6917
C -1.2169 -3.7177 2.8039
C 0.2275 -3.4371 3.2773
N 0.4131 -1.9888 3.0307
C 0.5083 -1.1720 3.9869
C 0.4296 0.2304 3.9667
C 0.8431 0.9293 5.0815
C 0.7859 2.2789 5.1952
C 0.3483 3.0324 4.1029
C -0.1923 2.3251 3.0093
C -0.0849 0.9367 2.8832
O -0.6079 0.3447 1.8301
H -3.3440 0.1189 -2.0249
H -5.8321 -0.4032 -2.3312
H -6.8242 -1.9009 -0.6294
H -5.5592 -3.0019 1.0153
H -3.4968 -3.4851 2.1618
H -1.3508 -4.6948 2.4746
H -1.8197 -3.5927 3.6524
H 0.9498 -4.0040 2.6858
H 0.3432 -3.6771 4.3110
H 0.7056 -1.5383 5.0438
H 1.2460 0.4050 5.9593
H 1.0583 2.7971 6.0707
H 0.2011 4.0739 4.2007
H -0.6001 2.8718 2.1442
C 4.3138 0.5648 3.4696
As 3.9398 1.2578 1.6515
C 3.1200 2.9972 1.8775
C 5.5406 1.6025 0.6073
S 2.7294 0.1025 0.4179
H 5.4178 0.4905 3.5169
H 3.9349 -0.4400 3.5637
H 3.8347 1.2072 4.2202
H 3.9182 3.7008 2.2780
H 2.3626 2.8942 2.6668
H 2.8172 3.3255 0.8783
H 6.2685 2.2211 1.0672
H 5.1989 2.1376 -0.2756
H 6.0156 0.6843 0.3448
C 0.4932 -0.4842 -5.5370
N -0.4801 -0.8984 -4.4465
C -1.7794 -0.0356 -4.5045
N -1.4619 1.3164 -4.4026
C -0.4899 1.6704 -5.5599
N 0.7484 0.9138 -5.5022
C 1.6251 1.2553 -4.2497
P 0.7436 0.9175 -2.6359
C 0.1920 -0.8004 -3.1166
C -0.8050 1.7716 -3.1687
H -0.0304 -0.6434 -6.5078
H 1.4496 -1.0988 -5.4561
H -0.7433 -1.8566 -4.4389
H -2.4648 -0.3175 -3.7896
H -2.0809 -0.2227 -5.5499
H -0.3134 2.7492 -5.3890
H -0.9245 1.5190 -6.5119
H 1.8196 2.3128 -4.1755
H 2.5220 0.6875 -4.4148
H -0.5385 -1.1988 -2.4246
H 1.1266 -1.3646 -3.1586
H -0.6789 2.8497 -3.3050
H -1.4985 1.5046 -2.2940
```

***

Entry 6:
Molecular formula: C41H37Cl5P2Pt
Method: DFT, ωB97M-V/def2-TZVPD

Values from the calculation:
charge = +2
2S+1 = 5
energy = -4686.5162 a.u.
highest occupied orbital energy (spin up / spin down) = -10.39 / -13.69 eV
energy relative to the best compared isomer or geometry (same formula, charge and spin) = 537.47 kJ/mol
Kohn-Sham gap (spin up / spin down) = 0.141 / 0.177 Ha
<S²> = 6.04

```
86
C41H37Cl5P2Pt (ωB97M-V/def2-TZVPD)
Pt -0.7436 0.5464 -2.5490
C -2.6522 0.6552 -4.6805
C -1.9529 -0.7118 -4.9054
C -0.8535 -0.8736 -5.9781
C 0.4287 -0.0550 -5.7105
C 0.6049 0.7835 -4.4946
C -0.1568 1.8679 -3.8644
C -1.0830 2.7112 -4.6801
C -2.1014 1.8811 -5.4951
C 1.6313 0.3946 -0.8646
H -3.6895 0.5400 -5.0328
H -2.7304 -1.4311 -5.1212
H -1.1676 -0.6592 -7.0134
H -0.5164 -1.9308 -5.9687
H 1.2307 -0.8040 -5.6126
H 0.7099 0.5707 -6.5842
H 1.5994 1.2565 -4.6089
H 0.5568 2.4750 -3.3021
H -0.4215 3.2704 -5.3596
H -1.6338 3.4248 -4.0287
H -2.8932 2.6065 -5.7660
H -1.6150 1.6628 -6.4608
H 0.9748 1.2728 -0.8482
H 2.5815 0.8434 -0.5535
H 1.2916 -0.3913 -0.1628
P -1.3233 -1.3839 -3.3651
P 2.3276 -0.2849 -2.4153
C 0.2308 -2.1730 -3.4452
C 1.5159 -1.7048 -3.2699
C -2.5275 -2.4545 -2.5738
C -2.6006 -3.7447 -3.1254
C -3.3273 -4.7039 -2.4042
C -4.0608 -4.3426 -1.2524
C -4.0634 -3.0227 -0.7778
C -3.3040 -2.0845 -1.4520
C -3.4939 0.7087 -3.0044
C -3.1837 1.9943 -2.6296
C -4.1512 2.9539 -2.4814
C -5.4743 2.5491 -2.3670
C -5.7699 1.1882 -2.3527
C -4.7882 0.2240 -2.6303
C 3.6634 -1.2680 -1.6761
C 3.3071 -2.4786 -1.0454
C 4.2902 -3.1745 -0.3413
C 5.6020 -2.6788 -0.3507
C 5.9523 -1.5189 -1.0543
C 4.9785 -0.7890 -1.7326
C 3.1309 1.2984 -3.0168
C 2.7023 2.5512 -2.5123
C 3.0878 3.7718 -3.0810
C 3.9909 3.7615 -4.1480
C 4.5603 2.5587 -4.5961
C 4.1314 1.3413 -4.0372
H 0.0700 -3.2542 -3.6828
H 2.3021 -2.5078 -3.4327
H -2.0949 -3.9996 -4.0772
H -3.3165 -5.7581 -2.7206
H -4.6595 -5.0736 -0.7032
H -4.6169 -2.7126 0.1114
H -3.3050 -1.0306 -1.1369
H -2.1399 2.3214 -2.5565
H -3.8349 3.9827 -2.5183
H -6.2317 3.3166 -2.2847
H -6.7997 0.8764 -2.1488
H -5.0494 -0.8461 -2.5595
H 2.2875 -2.8779 -1.1009
H 4.0097 -4.0891 0.1898
H 6.3699 -3.2284 0.1985
H 6.9811 -1.1634 -1.1038
H 5.2313 0.1341 -2.2592
H 2.0066 2.6015 -1.6731
H 2.6485 4.6914 -2.6817
H 4.2317 4.6983 -4.6368
H 5.3265 2.5731 -5.3985
H 4.5679 0.4123 -4.4319
Cl -0.3610 -2.1812 -0.4498
C -1.2782 -0.8087 0.0725
C -1.3196 0.4197 -0.5822
C -1.6561 1.5929 0.1112
Cl -1.1742 3.1610 -0.4055
C -2.3994 1.4587 1.2869
Cl -3.0224 2.8238 2.0815
C -2.6746 0.1600 1.7888
Cl -3.7595 -0.0361 3.0939
C -2.0277 -0.9670 1.2482
Cl -2.1850 -2.4981 1.9819
```

***

What maximum force values result from the calculations? In sequence: 5.4 3.2 6.0 5.2 3.4 3.6 eV/Å.